C12H30CsN2 as an isolated structure, computed with ωB97M-V/def2-TZVPD.

The geometry in XYZ format:
```
45
Properties=species:S:1:pos:R:3:forces:R:3
Cs -2.130427 -1.378100 -0.764096 0.2 0.0 0.1
C 0.474319 -4.055523 -1.502708 -0.1 0.1 -0.2
C 1.433323 -3.123976 -0.795834 0.4 0.0 -0.1
N 0.815655 -2.337399 0.273474 -0.2 0.0 0.0
C 1.685313 -1.215291 0.633586 0.1 0.1 0.1
C 1.815648 -0.141699 -0.431349 0.1 0.0 -0.3
C 0.589556 -3.198285 1.435299 -0.1 -0.4 0.2
C -0.226684 -2.588348 2.562371 -0.2 0.1 -0.1
H 0.949634 -4.480880 -2.385984 0.0 -0.1 0.0
H -0.383135 -3.479268 -1.862174 -0.1 -0.2 -0.1
H 0.122234 -4.877545 -0.882989 0.0 0.0 0.0
H 2.297065 -3.690034 -0.409483 -0.1 0.0 0.0
H 1.839514 -2.433711 -1.534475 0.0 0.0 0.0
H 1.278588 -0.754711 1.533890 0.0 0.0 0.0
H 2.688684 -1.584719 0.902353 0.0 0.0 0.0
H 2.426623 -0.452624 -1.281412 0.0 -0.1 0.1
H 0.857195 0.210823 -0.827670 0.0 0.0 0.2
H 2.321908 0.718963 0.006391 0.0 0.0 0.0
H 1.548669 -3.566333 1.838469 0.0 0.1 0.0
H 0.054718 -4.093098 1.106938 0.1 0.1 -0.1
H -1.230047 -2.292438 2.229985 0.1 0.0 0.0
H 0.240050 -1.715054 3.012887 0.0 0.0 0.1
H -0.370926 -3.342868 3.333969 0.0 0.1 0.1
C -1.188124 1.191889 1.905566 0.0 -0.4 -0.1
C -0.607807 2.336890 1.096323 0.0 0.2 0.0
N -0.739934 2.225854 -0.362020 -0.2 0.1 0.0
C -2.156845 2.155445 -0.727517 0.4 -0.3 0.0
C -2.405083 1.935104 -2.219729 -0.4 0.3 0.4
C -0.158717 3.430566 -0.980657 0.1 0.0 -0.1
C 1.341750 3.578146 -0.804424 0.1 0.0 0.1
H -2.276319 1.152343 1.841404 0.0 0.0 0.2
H -0.908931 1.296183 2.952892 -0.1 0.1 0.0
H -0.793235 0.212676 1.603981 0.1 0.1 -0.2
H -1.080878 3.276944 1.439554 0.1 -0.1 0.0
H 0.450345 2.428261 1.328854 0.0 -0.1 0.0
H -2.577648 1.312844 -0.180250 -0.2 0.1 0.2
H -2.670284 3.059088 -0.360374 -0.2 -0.1 -0.2
H -3.471431 1.749539 -2.373603 0.0 0.0 -0.1
H -2.159586 2.847072 -2.755620 0.0 -0.2 -0.3
H -1.849313 1.089665 -2.635747 0.2 0.2 0.0
H -0.672128 4.331510 -0.597797 0.0 -0.1 0.0
H -0.364928 3.381219 -2.047704 0.0 0.0 0.0
H 1.687915 4.444619 -1.367168 0.0 0.0 0.0
H 1.865991 2.699307 -1.178986 0.0 0.0 0.0
H 1.637715 3.736954 0.231584 0.0 0.0 0.0
```
Forces are in eV/Å.

Output
**Charge**: +1
**2S+1**: 1
**Frontier orbital gap**: 8.82 eV
**ΔE to the lowest compared entry with this formula, charge and spin**: 0.0 kcal per mole
**HOMO energy**: -0.435 Eh
**LUMO**: -3.02 eV